{"formula": "C37H108N7O27Zn2", "method": "ωB97M-V/def2-TZVPD", "elements": ["Zn", "Zn", "O", "O", "O", "O", "O", "O", "O", "O", "O", "O", "O", "O", "O", "O", "O", "O", "O", "O", "O", "O", "O", "O", "O", "O", "O", "O", "O", "N", "N", "N", "N", "N", "N", "N", "C", "C", "C", "C", "C", "C", "C", "C", "C", "C", "C", "C", "C", "C", "C", "C", "C", "C", "C", "C", "C", "C", "C", "C", "C", "C", "C", "C", "C", "C", "C", "C", "C", "C", "C", "C", "C", "H", "H", "H", "H", "H", "H", "H", "H", "H", "H", "H", "H", "H", "H", "H", "H", "H", "H", "H", "H", "H", "H", "H", "H", "H", "H", "H", "H", "H", "H", "H", "H", "H", "H", "H", "H", "H", "H", "H", "H", "H", "H", "H", "H", "H", "H", "H", "H", "H", "H", "H", "H", "H", "H", "H", "H", "H", "H", "H", "H", "H", "H", "H", "H", "H", "H", "H", "H", "H", "H", "H", "H", "H", "H", "H", "H", "H", "H", "H", "H", "H", "H", "H", "H", "H", "H", "H", "H", "H", "H", "H", "H", "H", "H", "H", "H", "H", "H", "H", "H", "H", "H", "H", "H", "H", "H", "H", "H"], "positions_angstrom": [[-7.259, 18.532, 14.669], [-9.029, 22.247, 14.378], [-6.776, 19.860, 16.116], [-8.928, 24.243, 14.591], [-11.717, 19.392, 9.197], [-9.739, 16.013, 12.922], [-13.662, 19.916, 15.777], [-10.407, 20.744, 20.838], [-11.871, 19.439, 13.619], [-3.617, 23.797, 17.313], [-13.764, 14.409, 13.098], [-5.078, 18.133, 11.584], [-7.247, 22.457, 13.045], [-5.505, 19.504, 13.199], [-6.745, 25.525, 13.337], [-8.182, 20.349, 14.448], [-8.787, 17.422, 14.809], [-14.354, 23.685, 16.677], [-9.076, 24.280, 17.363], [-14.769, 23.289, 21.594], [-11.575, 21.661, 18.156], [-6.706, 17.008, 16.949], [-10.626, 21.839, 12.992], [-7.632, 21.910, 16.023], [-7.835, 19.933, 19.289], [-6.060, 17.442, 13.377], [-10.663, 21.711, 15.522], [-13.002, 17.306, 16.307], [-9.691, 22.494, 7.657], [-12.442, 16.653, 12.258], [-10.691, 21.645, 10.261], [-4.956, 23.401, 14.373], [-8.693, 22.863, 19.904], [-9.655, 15.874, 17.118], [-5.543, 18.379, 12.667], [-13.346, 23.757, 19.248], [-15.653, 23.145, 22.686], [-12.793, 23.920, 20.583], [-7.145, 26.378, 12.303], [-11.639, 17.004, 16.273], [-9.847, 22.903, 10.081], [-8.258, 22.191, 7.642], [-7.413, 16.395, 18.000], [-4.031, 23.800, 18.660], [-9.624, 14.615, 13.078], [-9.478, 21.327, 21.720], [-5.495, 16.395, 16.450], [-13.743, 16.113, 16.091], [-10.091, 25.199, 17.822], [-11.124, 16.014, 17.294], [-14.215, 15.056, 11.928], [-8.844, 16.681, 18.064], [-11.772, 19.669, 7.837], [-12.112, 21.671, 9.899], [-7.933, 24.381, 18.156], [-5.038, 24.824, 14.783], [-9.957, 23.424, 8.676], [-13.862, 24.931, 17.203], [-4.279, 22.625, 16.719], [-4.077, 22.574, 15.230], [-7.505, 20.765, 15.599], [-9.284, 22.804, 21.261], [-13.877, 23.379, 15.419], [-13.877, 16.458, 12.081], [-8.192, 24.172, 19.607], [-14.318, 13.123, 13.278], [-11.559, 16.372, 11.194], [-13.728, 24.212, 21.760], [-14.054, 24.889, 18.670], [-12.568, 20.235, 9.953], [-10.109, 16.512, 11.607], [-10.559, 19.351, 21.169], [-5.371, 25.795, 13.728], [-12.134, 24.820, 20.524], [-14.094, 12.732, 14.237], [-13.397, 20.402, 16.589], [-13.487, 15.217, 16.741], [-7.181, 27.403, 12.665], [-14.274, 17.178, 11.318], [-8.124, 24.679, 14.347], [-6.826, 21.588, 12.880], [-11.655, 15.339, 10.769], [-6.417, 26.301, 11.585], [-11.091, 17.941, 16.427], [-15.090, 23.033, 23.604], [-9.020, 16.927, 15.653], [-8.065, 25.949, 11.838], [-8.595, 23.209, 22.043], [-5.140, 23.805, 18.801], [-12.437, 19.615, 14.392], [-12.500, 19.873, 10.976], [-3.599, 22.936, 19.175], [-11.350, 18.821, 7.289], [-6.625, 22.874, 13.638], [-9.776, 21.321, 22.826], [-11.459, 21.283, 19.031], [-7.206, 19.904, 18.527], [-7.031, 16.833, 18.963], [-9.006, 24.335, 15.583], [-12.193, 23.053, 20.852], [-9.138, 14.230, 12.214], [-3.024, 22.830, 15.115], [-5.354, 26.799, 14.099], [-8.513, 20.838, 21.662], [-8.859, 22.664, 10.394], [-8.076, 21.574, 8.515], [-13.567, 20.086, 9.644], [-8.873, 17.748, 17.815], [-13.533, 25.760, 19.048], [-3.683, 24.718, 19.113], [-8.866, 25.002, 20.082], [-11.225, 18.860, 20.444], [-7.596, 25.389, 18.122], [-14.231, 25.184, 21.699], [-4.728, 25.710, 12.779], [-12.791, 23.298, 15.421], [-10.216, 20.898, 9.788], [-10.319, 23.583, 10.754], [-9.250, 16.645, 19.056], [-10.512, 24.863, 18.729], [-13.765, 15.780, 15.066], [-12.818, 24.991, 16.877], [-9.796, 17.537, 11.602], [-10.907, 19.212, 22.151], [-7.235, 15.299, 17.884], [-7.928, 20.869, 19.469], [-12.117, 16.171, 13.034], [-7.229, 24.278, 20.149], [-10.215, 23.357, 21.267], [-13.871, 19.016, 16.093], [-12.037, 22.494, 18.325], [-14.763, 16.403, 16.313], [-8.002, 21.620, 6.738], [-4.489, 23.354, 13.484], [-3.903, 21.750, 17.246], [-10.640, 20.736, 15.434], [-10.469, 21.711, 12.027], [-10.971, 23.842, 8.465], [-12.902, 19.792, 7.542], [-4.676, 17.076, 16.576], [-7.171, 23.629, 17.847], [-14.342, 16.953, 12.941], [-10.588, 14.066, 13.085], [-9.504, 15.993, 10.849], [-5.309, 22.724, 17.057], [-10.951, 20.930, 13.174], [-16.357, 24.048, 22.755], [-4.076, 25.125, 15.229], [-14.310, 25.882, 16.690], [-9.709, 26.222, 17.938], [-9.571, 18.921, 21.058], [-15.081, 24.801, 19.032], [-13.200, 24.126, 22.796], [-15.277, 14.879, 11.729], [-9.362, 14.863, 17.169], [-12.222, 18.653, 13.122], [-4.271, 21.550, 14.912], [-9.359, 22.506, 19.269], [-13.920, 22.949, 19.241], [-13.678, 14.630, 11.069], [-5.657, 16.218, 15.382], [-16.293, 22.232, 22.449], [-13.974, 12.501, 12.391], [-5.199, 15.445, 16.973], [-11.670, 17.108, 10.366], [-15.423, 13.210, 13.149], [-9.374, 16.960, 14.098], [-10.850, 25.199, 17.080], [-9.354, 24.295, 8.474], [-7.691, 23.131, 7.708], [-5.710, 24.895, 15.670], [-9.156, 14.417, 14.033], [-14.222, 24.068, 14.637], [-11.345, 16.603, 15.274], [-10.628, 21.839, 16.479], [-11.508, 15.039, 17.163], [-11.278, 16.419, 18.290], [-14.242, 22.431, 15.096], [-12.270, 22.165, 8.938], [-11.256, 20.661, 7.464], [-12.539, 22.243, 10.734]], "forces_ev_per_angstrom": [[1.2, 0.3, 0.0], [0.1, -0.3, -1.1], [0.1, -0.4, 0.1], [-1.6, -0.3, 1.5], [0.3, -0.1, 0.4], [-1.0, 0.4, -0.6], [0.1, 0.2, 0.8], [-0.6, -0.8, 0.7], [0.0, -0.6, -0.5], [-1.0, -1.0, -0.4], [0.0, 0.0, 0.9], [-0.1, 0.0, -0.2], [-0.8, -0.9, -1.0], [-0.4, 0.5, -0.1], [0.5, -0.4, 0.8], [0.5, 0.9, 1.9], [-2.1, -1.7, 0.5], [-0.6, 1.0, 1.0], [-1.2, 0.3, -0.4], [-0.2, -1.1, 0.3], [0.1, -0.1, -0.4], [-0.1, 0.3, -0.9], [0.5, -0.4, -0.1], [-0.7, 1.4, 0.0], [0.8, -0.7, -1.0], [-1.0, -0.2, 0.4], [0.0, -0.7, 0.2], [0.0, -1.3, 0.4], [1.3, -0.5, -0.3], [-0.8, 2.1, -0.5], [1.7, 0.8, 0.1], [-0.1, 0.7, 0.6], [0.5, -0.4, 2.1], [0.6, -0.6, -0.1], [0.9, 0.0, 0.0], [1.2, -0.3, 0.3], [-1.7, 0.2, -1.0], [0.8, 1.8, 0.3], [-1.7, -0.7, 0.7], [1.2, 0.4, -0.9], [-2.5, -1.7, -0.6], [-1.3, 0.1, 0.0], [2.3, -1.2, 1.3], [0.0, 0.5, 0.3], [-1.4, -0.3, -0.1], [-0.3, 2.0, 0.4], [-0.7, -0.9, 0.4], [-1.2, -0.5, 0.9], [1.1, 0.0, -1.0], [1.7, 0.8, 0.3], [-0.4, -1.7, -0.7], [-1.3, 0.8, -1.7], [-1.6, 1.7, -2.2], [1.1, 0.6, 0.9], [0.9, -0.7, 0.6], [1.4, -0.8, 1.9], [-1.1, 1.0, -1.0], [-0.9, 0.2, -2.5], [-0.2, 1.4, 0.9], [-0.4, -0.3, 0.4], [0.0, -2.3, -1.4], [1.1, -1.3, 0.5], [0.4, 0.3, -1.0], [0.3, 3.2, 0.0], [-0.5, 0.8, 1.9], [-1.0, 0.3, -3.1], [0.6, -0.7, -1.5], [-0.5, -0.2, 0.6], [0.6, -0.2, 1.1], [1.0, -0.2, 0.6], [0.8, -0.7, 0.1], [0.7, 0.4, -2.0], [-1.3, -1.0, -2.0], [0.1, -0.7, 0.1], [0.5, -0.4, 0.7], [-0.1, -0.3, -0.7], [-0.1, 1.3, -0.6], [-0.6, 0.2, -0.2], [0.6, -1.1, -0.2], [1.4, 0.7, -0.7], [-0.5, 0.3, 0.1], [-0.3, 0.5, 0.1], [1.8, 0.2, -2.2], [-0.1, 0.0, -0.2], [0.0, -0.2, 0.4], [0.4, 0.3, -0.7], [0.4, 0.8, 0.7], [-0.3, 0.1, -0.9], [0.6, -0.2, -0.3], [-0.4, -0.2, -0.1], [0.1, 0.0, 0.2], [-0.2, 0.0, 0.2], [-0.1, 0.2, 0.1], [1.2, 0.7, 0.8], [-0.1, -0.1, -1.4], [0.4, -0.3, 0.4], [-0.7, 0.0, 0.6], [0.1, -0.9, -0.6], [0.2, 0.0, -0.6], [0.0, -0.1, -0.2], [1.1, -0.6, -0.5], [0.2, 0.0, -0.4], [0.4, 0.8, 0.3], [0.3, -0.3, -0.1], [0.8, -0.1, 0.3], [0.5, -0.1, 0.1], [-1.3, 0.1, -0.6], [-0.6, 0.1, -0.2], [-0.4, 0.6, 0.4], [0.3, 0.2, 0.2], [0.9, -1.1, -0.9], [0.1, 0.4, 0.2], [0.9, 1.0, -0.6], [0.6, 0.5, 0.1], [-0.6, 0.1, 1.4], [0.3, 0.2, -0.2], [0.0, -0.4, -0.3], [0.1, 1.0, 0.6], [0.0, -0.4, 0.8], [-0.5, -0.4, 1.1], [0.5, 0.0, -0.6], [0.2, 0.0, 0.6], [0.1, 0.7, 0.2], [-0.6, -0.1, 1.4], [0.0, 0.5, 0.7], [-0.1, 0.7, 0.1], [0.3, -1.0, 1.9], [-0.3, 0.1, -0.4], [-0.3, 0.2, 0.4], [0.4, 0.3, -0.2], [-0.4, 0.5, 0.1], [-0.3, -0.2, 0.2], [-0.3, 0.4, 0.3], [0.0, 0.2, -0.6], [0.3, -0.3, -0.3], [-0.1, 0.4, -0.1], [0.0, 0.3, -0.5], [0.4, -0.7, 0.3], [1.9, -0.3, 0.2], [0.4, 0.5, 0.1], [-0.7, 0.7, -0.3], [-0.1, -0.7, 0.4], [0.0, 0.6, 0.1], [0.0, 0.1, 0.2], [-0.4, -0.3, -0.6], [-0.3, 0.1, 0.4], [0.9, -1.1, 0.1], [0.0, 0.1, -0.2], [0.1, -1.7, 0.9], [0.1, -0.2, 0.0], [0.2, -0.4, 0.1], [-0.2, 0.8, -0.5], [-0.7, 0.0, -1.7], [-0.1, 0.1, 0.3], [-0.5, 1.6, 0.1], [0.4, 0.6, 0.7], [0.3, -0.1, 0.0], [-0.9, -0.1, -1.1], [-0.8, -0.8, -0.1], [-0.1, 0.0, -0.1], [0.2, -0.2, 0.2], [0.9, 1.2, 0.6], [-0.2, 0.1, 1.3], [-0.6, 0.7, -0.4], [-0.2, -0.5, 0.3], [0.5, -0.3, 0.4], [1.3, 0.7, 0.6], [-0.6, 0.0, -0.7], [0.7, 0.5, 0.4], [0.0, -0.3, -0.1], [0.0, 0.0, -0.8], [0.5, 0.0, -0.1], [0.2, 0.4, 0.2], [-0.3, 0.3, 0.3], [-0.1, 0.1, 0.6], [-0.8, -0.9, 0.1], [-0.6, -0.3, 0.4], [-0.4, -0.9, 0.2], [-0.3, -0.1, 0.0], [-0.7, -1.8, 1.1], [-0.6, 0.0, -0.5]], "homo_ev": -10.968, "total_energy_ha": -7447.58695, "charge": 1}



{"formula": "C3H11NO3S", "method": "ωB97M-V/def2-TZVPD", "elements": ["S", "O", "O", "O", "N", "C", "C", "C", "H", "H", "H", "H", "H", "H", "H", "H", "H", "H", "H"], "positions_angstrom": [[-2.795, 0.043, 0.346], [0.273, 0.278, 2.477], [0.827, -1.315, -2.508], [1.612, 2.058, 0.714], [1.657, -0.878, -0.468], [-0.506, 0.189, -1.200], [-1.439, -0.759, -0.402], [0.752, -0.734, -1.463], [1.618, -0.388, 0.404], [-0.288, -0.157, 1.823], [-3.136, 0.682, -0.796], [-0.792, 0.296, -2.244], [-1.799, -1.552, -1.087], [2.253, -1.677, -0.572], [-0.353, 1.127, -0.673], [1.081, 1.931, 1.506], [-0.392, 0.767, 2.978], [-0.905, -1.360, 0.338], [2.331, 1.448, 0.828]], "forces_ev_per_angstrom": [[0.0, 0.6, -0.3], [-0.7, 0.0, -0.3], [-0.4, -0.1, -0.4], [-0.6, 0.2, -0.4], [-0.7, -0.3, -0.7], [0.1, -0.8, -0.4], [0.3, -1.5, -0.8], [0.9, 0.6, 1.6], [-0.2, 0.2, 0.1], [0.3, -0.1, 0.1], [-0.3, 0.0, 0.2], [-0.8, 0.5, 0.3], [-0.1, 0.4, 0.0], [0.5, 0.0, 0.1], [0.6, 0.1, -0.1], [0.0, 0.0, 0.2], [0.2, 0.1, 0.5], [-0.1, 0.3, 0.2], [0.8, -0.1, 0.1]], "homo_ev": [-14.858, -13.986], "total_energy_ha": -799.22594, "s2": 0.758, "charge": 1, "spin_multiplicity": 2}



{"formula": "C3H4N4O", "method": "ωB97M-V/def2-TZVPD", "elements": ["O", "N", "N", "N", "N", "C", "C", "C", "H", "H", "H", "H"], "positions_angstrom": [[0.072, 0.031, -2.131], [-0.264, -0.257, 2.552], [-0.048, 0.608, -0.799], [1.680, -0.823, 0.114], [-1.715, -0.014, 0.734], [0.540, -0.254, 0.164], [-0.417, -0.254, 1.311], [-1.433, 0.387, -0.420], [-2.190, 0.826, -1.106], [0.708, 0.754, -2.566], [0.798, -0.474, 2.832], [2.269, -0.530, -0.685]], "forces_ev_per_angstrom": [[2.6, 3.3, -0.7], [3.1, -1.0, 1.1], [-1.8, -2.0, -0.3], [-0.8, 0.9, 0.4], [0.8, -0.3, 0.5], [3.3, -0.4, 0.1], [-0.9, -0.2, 0.1], [-1.3, 2.6, -1.8], [0.6, -0.8, 0.3], [-2.1, -2.5, 1.0], [-2.8, 0.7, -1.0], [-0.8, -0.4, 0.2]], "homo_ev": -10.285, "total_energy_ha": -410.87168, "smiles": "[H]/N=C1/C(=N\\[H])N=CN1O"}